Record 1
Formula: C31H29BrF5IN2OPS2
Source: the Open Molecules 2025 dataset
Level of theory: ωB97M-V with the def2-TZVPD basis set

Results
orbital gap = 6.464 eV
E_LUMO = -4.432 eV

Geometry as ORCA input:
```
! wB97M-V def2-TZVPD RIJCOSX def2/J DEFGRID3
* xyz 1 1
C 0.4272 -3.5441 -2.8139
H -2.5684 3.5175 -6.2834
H -3.8474 0.2963 1.9135
H 0.9339 5.7139 -5.1305
H 1.5483 -4.0612 4.6030
C -3.0475 -0.2229 2.4274
F 1.0129 -1.4035 -3.5643
H -3.3184 -3.6467 2.8396
F 1.4860 4.1794 -3.1242
H -2.2027 1.9621 -4.3994
H 1.6782 -8.2313 7.2469
C 1.0936 -2.7541 -3.7201
C -1.5173 2.7824 -4.5662
C 1.5773 -4.9796 5.1754
H 1.8029 5.0378 -0.6962
C 0.5391 8.0364 0.2396
C 1.8942 -4.6609 -4.8822
H 0.1309 -1.2834 -1.2606
N -1.7620 0.4475 2.2108
C 1.2255 -5.4814 -3.9812
C -0.9090 0.5867 3.1717
H -1.3325 2.1696 1.3002
H 2.8992 -5.9731 3.8086
C 0.4899 -4.9227 -2.9460
H -0.1342 -3.0730 -2.0223
H 0.2681 6.0404 0.9608
H 1.2798 -6.5558 -4.0875
H -2.7834 -2.4641 4.0056
C -0.8443 4.7105 -5.8326
H -0.1226 8.4971 0.9604
H -1.1008 0.2369 4.1730
C -0.4321 2.9569 -3.7201
H 0.2481 -4.2510 6.7149
C 1.1789 8.8175 -0.7004
C 2.0380 8.2792 -1.6387
O -0.0189 -1.5138 -0.3290
H -4.4852 -2.4866 3.4266
H 2.3372 -2.6236 -5.4511
C 0.8511 -5.0731 6.3529
Br 0.9800 2.4309 -0.0493
H 2.4700 -5.0975 -5.6861
C 0.4260 4.0109 -3.9483
H 2.9368 6.4746 -2.3553
N -2.0305 1.1057 -0.2122
H 2.9616 -8.0633 5.1243
I 1.2398 -2.0871 2.5323
H -1.0013 5.3910 -6.6578
H 2.5179 8.9265 -2.3600
C 1.8294 -3.2805 -4.7581
C -1.2599 1.1170 1.0013
C 0.2748 0.9480 0.9318
C -3.4429 -2.6154 3.1545
C 2.3366 -6.0507 4.7292
C 1.6578 -7.3283 6.6524
S 0.5548 1.3404 2.7451
H -0.0336 -5.5564 -2.2436
C 0.2403 4.8963 -4.9883
C -1.7236 3.6568 -5.6232
C 1.6275 6.1062 -0.6978
P 1.1234 -0.7150 0.5068
C 0.7672 6.6681 0.2336
H -3.2411 -0.1813 3.4925
C 0.9069 -6.2491 7.0726
C -3.0532 -1.7152 2.0085
F -1.8098 -2.0785 1.5556
H -0.2471 2.2819 -2.8950
S -3.0867 -1.1236 -1.4644
F 0.9594 10.1431 -0.7029
F 0.2077 -6.3437 8.2170
C -2.4431 0.0813 -0.7598
C 2.2639 6.9120 -1.6313
C 2.3732 -7.2245 5.4691
H -3.7955 -1.8428 1.2256
*
```

Record 2
Formula: C4H4N2O
Source: the Open Molecules 2025 dataset
Level of theory: ωB97M-V with the def2-TZVPD basis set

Results
orbital gap = 10.374 eV
E_LUMO = 0.672 eV
energy above the lowest of the compared OMol25 structures with the same formula, charge and spin = 68.9 kcal per mole

Geometry as ORCA input:
```
! wB97M-V def2-TZVPD RIJCOSX def2/J DEFGRID3
* xyz 0 1
C -0.2216 -2.4399 -0.0244
N -1.0569 -1.6111 -0.0229
N 2.5873 0.3760 0.0230
H 2.6614 1.3931 0.0186
H -1.5110 1.7019 0.0182
H 1.1695 -1.0605 0.0204
C 1.3909 0.0042 0.0195
C -1.6840 -0.3816 -0.0090
H -2.7668 -0.3726 -0.0140
O 0.3607 0.9492 0.0124
C -0.9799 0.7526 0.0081
*
```

Record 3
Formula: C16H19N2O2
Source: the Open Molecules 2025 dataset
Level of theory: ωB97M-V with the def2-TZVPD basis set

Results
structure (SMILES) = C[N@@+]1(CC#CCN2OCCC2=O)CCc2ccccc21
orbital gap = 8.878 eV
E_LUMO = -2.429 eV
energy above the lowest of the compared OMol25 structures with the same formula, charge and spin = 111.5 kcal per mole

Geometry as ORCA input:
```
! wB97M-V def2-TZVPD RIJCOSX def2/J DEFGRID3
* xyz 1 1
H -0.7997 6.1644 -0.2570
H -1.2345 -3.2569 0.3552
C 1.2695 -3.3220 -1.6841
O -1.2762 2.7156 2.1241
H -1.9914 -1.6451 0.2526
C -1.2301 5.0981 1.5445
H 4.2809 -4.7191 -1.0608
H 2.4857 -0.8944 1.7339
C -1.4776 3.6226 1.3079
H 0.6597 0.0667 0.9435
N 0.0651 -1.6361 -0.2739
C 1.1567 -2.5631 -0.5007
C -1.6801 1.2264 -0.8002
C 3.3024 -3.3912 0.2957
H -0.1639 5.3563 1.6833
H 2.4845 -4.8113 -2.6864
H 1.5866 -2.2510 2.4644
C 1.7485 -1.6902 1.5591
H -1.8318 5.4712 2.3859
C 0.4781 -0.9995 1.0196
C 2.1450 -2.6314 0.4839
C -1.6745 5.7317 0.2088
C 3.4237 -4.1165 -0.8791
H -3.2316 1.7398 0.5088
H -0.3239 -1.1698 1.6918
H 4.0867 -3.4580 1.0439
H 0.4653 -3.3834 -2.4165
C -0.8719 0.3886 -1.0935
C -1.2354 -2.3199 -0.1829
N -2.0525 3.4473 0.0586
O -2.2704 4.6553 -0.5978
C 2.3779 -4.1456 -1.8094
H -3.3858 2.3324 -1.1576
C -2.6593 2.1681 -0.3341
H -2.3804 6.5147 0.3163
C 0.1499 -0.6137 -1.3508
H 1.1253 -0.1286 -1.3454
H -1.6041 -2.5526 -1.1935
H 0.0838 -1.0000 -2.3584
*
```

Record 4
Formula: H6N2
Source: the Open Molecules 2025 dataset
Level of theory: ωB97M-V with the def2-TZVPD basis set

Results
structure (SMILES) = N.N
orbital gap = 11.031 eV
E_LUMO = 1.113 eV
energy above the lowest of the compared OMol25 structures with the same formula, charge and spin = 6.0 kcal per mole

Geometry as ORCA input:
```
! wB97M-V def2-TZVPD RIJCOSX def2/J DEFGRID3
* xyz 0 1
H -0.9318 0.2485 0.4189
N -1.2168 -0.5834 0.9456
H 1.4959 0.5271 -1.9575
H -2.2272 -0.6900 0.8105
N 1.2930 0.0725 -1.0615
H 0.5343 0.6040 -0.6228
H -1.0695 -0.3727 1.9379
H 2.1220 0.1940 -0.4712
*
```

Record 5
Formula: C24H19Cl2N5O6Pd
Source: the Open Molecules 2025 dataset
Level of theory: ωB97M-V with the def2-TZVPD basis set

Results
orbital gap (spin up / spin down) = 8.007 / 4.760 eV
⟨S²⟩ = 6.0795
E_LUMO (spin up / spin down) = -6.146 / -9.521 eV
energy above the lowest of the compared OMol25 structures with the same formula, charge and spin = 1.3 kcal per mole

Geometry as ORCA input:
```
! wB97M-V def2-TZVPD RIJCOSX def2/J DEFGRID3
* xyz 2 5
Cl 0.7799 4.2620 0.1503
H -0.2795 3.6618 -1.9910
C 4.3312 3.7494 -1.5566
H 5.3673 3.9593 -1.3218
C 4.0109 3.1647 -2.7758
C 2.4602 -4.1671 2.5056
C 1.2552 0.0814 -2.4498
N -0.7103 0.8323 3.8416
C -2.4006 -0.2467 3.1311
C 1.6775 3.1747 -2.1571
C -4.1453 0.6423 4.9745
O 0.2535 -1.5497 -0.9747
H 0.2327 1.1708 3.8582
H -3.1743 1.9073 -4.9972
C 0.0655 -4.1256 1.2278
C 2.6986 2.8873 -3.0821
H -4.9478 -0.5796 3.7434
C -2.8349 0.4848 4.2510
C 3.3379 4.0942 -0.6474
Cl 2.3311 2.2816 -4.6463
C 2.0277 3.8185 -0.9521
C -3.1148 -1.2146 2.2324
O 0.6013 0.4857 -0.1762
H -1.5700 -4.9245 0.3507
H -2.3855 -0.4384 -5.2705
C 1.9952 -5.3653 1.9714
C 0.6835 -0.3568 -1.1150
O -4.1969 1.3764 5.9210
H 2.5677 -6.2775 2.0776
N 0.3305 2.9731 -2.4185
C 0.7861 -5.3675 1.3265
N -1.1268 -4.0799 0.7002
C -0.6536 -0.1731 -4.0270
H 3.4053 -4.1305 3.0360
O -2.3876 -1.7471 1.2847
H 0.3554 -6.2750 0.9163
Pd -0.4213 -1.0876 1.1072
H 2.0663 0.7760 -2.2491
H -1.8327 3.4774 -3.6558
C -1.8168 0.2586 -4.6661
O -4.2906 -1.4653 2.4023
C -1.5262 2.4413 -3.7605
C -2.2628 1.5746 -4.5170
C -1.7178 1.1611 4.6689
H -1.6879 -3.2090 0.7223
H 4.7803 2.9520 -3.5080
H 3.5807 4.5856 0.2867
N 0.5612 -2.9406 1.7233
C 0.1217 0.6750 -3.2639
H 2.0415 -2.0236 2.7414
H 1.6513 -0.7872 -2.9699
C 1.6927 -2.9664 2.3489
N -1.1111 -0.0163 2.8889
C -0.3128 2.0218 -3.1601
H -1.6048 1.8420 5.5000
H -0.3540 -1.2119 -4.1072
O -5.1833 -0.0460 4.5265
*
```

Record 6
Formula: C6H14NS
Source: the Open Molecules 2025 dataset
Level of theory: ωB97M-V with the def2-TZVPD basis set

Results
structure (SMILES) = CCCNCCC[S-]
orbital gap = 5.559 eV
E_LUMO = 3.350 eV
energy above the lowest of the compared OMol25 structures with the same formula, charge and spin = 30.8 kcal per mole

Geometry as ORCA input:
```
! wB97M-V def2-TZVPD RIJCOSX def2/J DEFGRID3
* xyz -1 1
H -1.0291 -0.8494 -1.3598
H 0.6133 -1.4023 -1.9560
H -0.7182 1.9280 -3.7816
C 0.0597 -0.6108 -1.4509
C -0.9514 1.0782 -3.1633
C 0.2124 -1.0813 2.2239
H 1.5783 -0.0338 -0.3495
N 0.7371 -0.6097 -0.1461
H 1.3252 -1.2102 2.1648
H -0.2529 -2.0773 2.3049
H -0.8149 -0.0088 3.9812
H 0.7862 -0.7861 4.1975
H -1.1559 -0.3566 0.6787
H -1.1003 0.1129 -3.6470
H -1.9263 1.2147 -2.6824
C 0.0936 -0.2648 3.5024
C -0.1084 -0.2627 1.0026
H 1.1617 0.6081 -2.7021
C 0.2221 0.7732 -2.1723
H 0.0876 0.8051 1.2544
S 0.8237 1.4704 3.5014
H 0.3564 1.5633 -1.4007
*
```